86
Properties=species:S:1:pos:R:3:forces:R:3 method="wB97M-V/def2-TZVPD" homo_ev=-5.64 energy_ev=-142854.4822 charge=0 molar_mass_g_mol=876.99
C 1.233908 -3.930887 -0.824804 -0.240 -0.064 -0.850
C 1.970194 -2.736069 -0.148741 -0.097 0.125 -1.326
F 2.415722 -3.150264 1.091441 -0.421 0.376 -0.009
C 1.116466 -1.391994 -0.058487 -0.955 -2.638 0.615
C -0.151482 -1.768430 0.798652 0.159 0.584 0.896
C -1.030144 -0.552670 1.282166 -1.053 -0.332 0.774
C -2.573311 -0.691380 0.944470 0.349 0.778 -0.357
S -3.632731 -0.345654 2.426400 0.057 1.245 2.507
O -3.163492 -1.115886 3.581343 -1.022 0.903 -2.815
O -3.656137 1.132106 2.632407 0.530 -4.530 -1.409
O -5.163952 -0.746957 1.938714 2.360 0.529 0.299
N 1.956916 -0.472524 0.768985 0.383 0.134 -0.360
C 1.933674 0.973198 0.400252 -0.748 2.101 -0.006
C 1.551716 1.818584 1.670745 0.425 -0.147 -0.888
O 1.018912 3.116355 1.305113 0.100 -2.082 -0.011
O 1.299534 3.935481 2.402625 0.231 1.153 0.805
C 1.106536 1.342053 -0.870076 0.406 0.722 0.570
O 1.343438 0.360346 -1.884219 -0.599 -0.724 0.798
C 0.863022 -0.934177 -1.542179 0.910 -0.040 -0.429
P -0.910228 -1.021836 -2.180634 -1.953 3.125 -0.683
N -1.587526 0.430122 -2.354980 0.723 -1.439 0.554
H 0.858559 -3.657527 -1.872170 0.780 -0.030 1.175
H 1.978027 -4.749888 -0.991456 -0.646 0.515 0.234
H 0.336532 -4.309586 -0.234357 1.498 0.674 0.121
H 2.882800 -2.489057 -0.749645 -0.603 -0.319 0.310
H 0.246615 -2.254468 1.728011 -0.232 0.284 -0.764
H -0.786659 -2.559363 0.336718 0.582 0.796 0.073
H -0.980357 -0.504411 2.405019 0.163 -0.073 -0.869
H -0.702507 0.440924 0.921195 -0.075 -0.757 -0.065
H -2.822156 -1.678388 0.486767 -0.021 0.698 0.616
H -2.812361 0.136502 0.236436 -0.229 -0.822 0.434
H -5.078591 -1.533613 1.376572 -0.304 -0.119 0.180
H 1.729522 -0.560744 1.769519 -0.080 -0.336 -0.279
H 2.940856 -0.790795 0.694511 -0.126 0.349 0.032
H 3.059158 1.297762 0.179707 -0.892 -0.330 0.153
H 2.485815 1.989118 2.261129 -0.444 -0.150 -0.354
H 0.767777 1.289225 2.322091 0.732 0.092 -0.968
H 1.095400 3.432495 3.218511 1.028 1.626 -1.393
H 0.031806 1.578476 -0.698546 0.523 -0.614 -0.289
H 1.558474 2.288905 -1.250940 -0.219 -0.790 0.243
H 1.446858 -1.622608 -2.210455 -0.376 0.575 0.514
H -1.807733 -1.779437 -1.374415 0.750 -0.719 -0.301
H -0.880455 -1.609541 -3.478721 0.583 -0.537 0.643
H -2.449490 0.483441 -1.815294 0.110 0.141 -0.201
Cl 4.620339 1.991283 0.139896 0.648 0.076 0.121
Na -0.803363 -5.145335 -1.670693 -0.074 -0.650 -0.800
C -3.345978 1.855330 5.933738 -2.958 -0.450 -0.111
O -2.089295 1.948654 5.950759 2.718 0.057 -0.952
O -3.977779 0.827538 6.316858 1.156 -0.330 0.177
O -4.133046 2.773323 5.522547 0.862 0.885 -1.118
C -2.969615 0.246683 -5.956750 -0.073 0.003 0.260
C -1.786149 -0.651534 -6.279849 -0.397 0.415 -0.696
C -0.842912 0.008998 -7.272275 0.290 -0.081 0.067
O -2.257499 -1.888945 -6.815667 0.178 -0.312 0.427
H -3.552603 0.457541 -6.857807 0.126 0.026 -0.047
H -3.642503 -0.244100 -5.250157 0.065 0.031 0.026
H -2.640839 1.193243 -5.524591 -0.031 -0.030 -0.007
H -1.243555 -0.887300 -5.361123 -0.026 -0.141 -0.076
H -1.355209 0.212299 -8.216712 -0.088 0.067 0.089
H -0.003792 -0.650654 -7.501316 -0.013 0.036 0.066
H -0.450682 0.948959 -6.879584 -0.022 -0.014 -0.044
H -2.737859 -1.695836 -7.626960 0.005 0.024 -0.031
Na -4.253942 2.969554 2.862281 -1.344 1.561 1.530
O 1.197355 -5.461299 -4.532564 -0.367 0.120 0.004
H 0.687535 -5.278640 -5.328153 0.048 -0.019 -0.062
H 2.101786 -5.602716 -4.859839 0.093 0.080 0.514
Ca 0.159553 2.173537 4.264870 -3.089 -0.987 3.259
O -7.689860 2.799925 4.137278 0.539 -0.115 -0.351
H -7.397016 2.163282 4.803406 0.026 0.124 -0.023
C 2.286649 7.022421 7.059382 0.779 -0.048 0.169
C 1.005647 7.564782 7.621542 -0.113 0.694 -0.007
O 0.043019 7.140867 6.669599 0.270 -0.595 0.134
C 0.527282 5.997102 6.131054 -0.096 -0.041 -0.170
O -0.124724 5.226679 5.499242 0.126 -0.369 -0.351
O 1.844034 5.831727 6.405507 -0.433 0.063 -0.010
F 1.017773 8.917426 7.659812 -0.092 -0.100 0.052
H 2.738017 7.694105 6.326055 -0.191 0.096 0.053
H 3.021749 6.798063 7.830384 -0.076 -0.227 -0.099
H 0.742456 7.172725 8.606771 -0.066 0.143 -0.019
F 5.970047 -6.323310 -2.681980 -0.761 -0.425 0.970
P 5.186180 -5.935538 -4.066851 1.552 -0.258 -0.285
F 3.830652 -6.389386 -3.268112 -1.023 -1.224 0.245
F 5.336746 -5.880448 -5.696918 -0.785 0.929 -0.492
F 5.341913 -7.516519 -4.459863 0.353 -0.594 0.843
F 6.404175 -4.844226 -4.031382 0.237 0.359 -1.046
F 4.196375 -4.627187 -4.241256 -0.002 1.292 -0.126

***

37
Properties=species:S:1:pos:R:3:forces:R:3 method="wB97M-V/def2-TZVPD" homo_ev=-8.92 energy_ev=-27554.0869 charge=0 relative_energy_kj_mol=0.0 molar_mass_g_mol=297.31 smiles="O=C(O)C[C@@H](c1cccc(O)c1)N1Cc2ccccc2C1=O"
O 2.235186 0.079573 2.482244 0.088 -0.134 -0.034
C 1.547729 1.063999 2.427421 0.374 -0.043 -0.228
O 0.891825 1.561669 3.473508 -0.418 0.431 0.427
H 0.974413 0.978088 4.244038 0.137 -0.110 -0.258
C 1.285647 1.860740 1.170821 -0.277 -0.203 0.087
H 2.132224 1.745671 0.494648 0.019 0.027 0.089
H 1.131878 2.908248 1.423408 0.057 0.043 -0.069
C -0.001164 1.293324 0.535296 -0.018 0.093 0.234
N 0.111008 -0.133827 0.338271 0.027 0.148 -0.102
C -0.435650 -1.031371 1.208103 -0.209 0.074 0.066
O -1.139173 -0.738620 2.153947 -0.115 -0.091 0.237
C -0.013333 -2.362009 0.728232 0.326 -0.335 -0.367
C -0.313642 -3.619970 1.219971 -0.009 0.171 -0.007
C 0.228046 -4.717401 0.570980 -0.080 -0.060 0.105
C 1.047419 -4.553257 -0.537507 0.079 0.030 -0.104
C 1.350494 -3.290221 -1.026995 0.014 0.010 -0.024
C 0.812445 -2.195308 -0.382711 -0.309 -0.058 0.420
C 0.966910 -0.732865 -0.659324 0.200 0.132 -0.265
H 0.646334 -0.454012 -1.670126 0.043 -0.037 0.066
H 2.008285 -0.417028 -0.526309 -0.030 -0.010 -0.025
H 1.992379 -3.170967 -1.887140 0.070 -0.010 -0.093
H 1.459059 -5.423801 -1.026697 0.030 -0.072 -0.035
H 0.013332 -5.712935 0.929974 -0.017 -0.076 0.027
H -0.950587 -3.728580 2.083955 -0.069 -0.012 0.098
C -0.412579 1.951597 -0.762621 -0.055 0.115 -0.105
C -1.624820 1.547078 -1.311923 -0.066 0.072 -0.128
C -2.072779 2.073572 -2.514398 0.291 -0.014 0.288
C -1.299004 3.021150 -3.180522 -0.187 -0.090 -0.043
C -0.098993 3.423566 -2.633019 -0.076 -0.006 -0.080
C 0.350941 2.894475 -1.432212 0.042 -0.079 0.208
H 1.292527 3.230129 -1.029683 0.127 0.028 0.074
H 0.499818 4.159847 -3.147555 0.044 0.066 -0.060
H -1.658456 3.424582 -4.113168 -0.034 0.062 -0.126
O -3.251305 1.695185 -3.072152 -0.191 -0.028 -0.112
H -3.693888 1.053083 -2.503571 0.091 0.085 -0.053
H -2.223078 0.811637 -0.788867 -0.069 -0.103 0.057
H -0.813099 1.412628 1.268013 0.170 -0.016 -0.166